[1]
{
  "formula": "C12H21N3O3S",
  "method": "the ωB97M-V functional and the def2-TZVPD basis",
  "max_force_ha_per_bohr": 0.0241,
  "energy_ev": -34226.3059,
  "relative_energy_kcal_mol": 162.01,
  "charge": 0,
  "gap_ev": 3.5,
  "symbols": ["C", "C", "S", "C", "C", "N", "C", "C", "C", "O", "C", "N", "N", "C", "C", "C", "O", "H", "H", "H", "H", "H", "H", "H", "H", "H", "H", "H", "H", "H", "H", "H", "H", "H", "H", "C", "O", "H", "H", "H"],
  "coordinates": [[3.8983, 0.0089, 0.7287], [4.1774, 0.8436, -0.5272], [2.7796, 1.8219, -1.1283], [1.7620, 0.6963, -2.1313], [0.3722, 0.6515, -1.5803], [-0.2917, 1.7280, -1.1731], [-1.5483, 1.3815, -0.7206], [-2.5689, 2.3441, -0.2104], [-1.6049, 0.0379, -0.8616], [-2.5792, -0.8837, -0.5569], [-3.1707, -0.5224, 0.5587], [-3.9158, -0.1950, 1.3644], [-0.4068, -0.4023, -1.3966], [-0.1048, -1.7936, -1.7136], [0.6689, -2.5338, -0.5779], [-0.1885, -3.6987, -0.0749], [1.1244, -1.6842, 0.4353], [4.8461, -0.0958, 1.2615], [3.5795, -1.0020, 0.4967], [3.2104, 0.4961, 1.4126], [4.5691, 0.1943, -1.3087], [4.9621, 1.5572, -0.2892], [2.1479, -0.3206, -2.1542], [1.7251, 1.0434, -3.1633], [0.0562, 2.6739, -1.1807], [-2.6481, 3.1782, -0.9071], [-2.3623, 2.6787, 0.8081], [-3.5358, 1.8554, -0.2295], [0.4829, -1.7950, -2.6285], [-1.0418, -2.2859, -1.9553], [1.5580, -2.9640, -1.0379], [-0.2922, -4.4117, -0.8930], [-1.1781, -3.3138, 0.1738], [0.2679, -4.2027, 0.7705], [0.3924, -1.2952, 0.9296], [-2.9973, 2.0563, 3.8944], [-1.7789, 2.6243, 3.8775], [-3.8856, 2.7533, 3.8538], [-3.2260, 1.3613, 3.0508], [-3.2547, 1.4145, 4.7834]],
  "atomic_forces_ev_per_a": [[0.66, 0.04, -0.02], [-0.16, -0.76, 0.54], [0.26, 0.35, -0.26], [-0.28, -0.45, 0.19], [0.85, 0.46, -0.13], [-0.54, -0.23, 0.02], [-0.71, 0.21, 0.39], [0.06, -0.11, -0.41], [0.56, 0.16, -0.32], [0.84, 0.43, 0.15], [-1.03, -0.44, -0.53], [-0.17, -0.17, 0.68], [-0.44, -0.48, -0.08], [0.45, 0.11, -0.22], [-0.46, -0.74, -0.03], [0.10, 0.49, -0.36], [0.13, 0.33, -0.13], [0.01, -0.04, 0.05], [-0.38, 0.06, -0.01], [-0.19, -0.03, -0.06], [-0.04, 0.19, -0.24], [-0.15, 0.35, -0.22], [0.25, 0.05, 0.15], [0.03, 0.11, -0.04], [0.19, 0.02, 0.11], [0.14, 0.20, 0.14], [0.11, 0.03, 0.16], [-0.12, -0.01, 0.18], [0.02, 0.06, -0.05], [-0.10, -0.01, 0.13], [0.21, 0.16, 0.11], [-0.14, -0.11, 0.03], [-0.09, -0.21, 0.25], [0.02, 0.05, 0.11], [-0.04, -0.13, 0.14], [-0.58, -0.19, -0.05], [0.17, -0.01, -0.38], [0.18, 0.18, 0.03], [0.12, -0.03, -0.12], [0.26, 0.09, 0.10]]
}

---

[2]
{
  "formula": "C8H26N4O5Zn",
  "method": "the ωB97M-V functional and the def2-TZVPD basis",
  "max_force_ha_per_bohr": 0.0837,
  "energy_ev": -73328.2850,
  "relative_energy_kcal_mol": 25.54,
  "charge": 0,
  "gap_ev": [3.6, 3.6],
  "symbols": ["O", "H", "Zn", "N", "N", "O", "O", "C", "C", "C", "C", "H", "H", "H", "H", "H", "H", "H", "H", "O", "H", "H", "C", "H", "H", "H", "O", "H", "H", "N", "C", "C", "C", "N", "H", "H", "H", "H", "H", "H", "H", "H", "H", "H"],
  "coordinates": [[-1.8684, -1.6847, -1.3706], [-2.0482, -2.3733, -2.0346], [-0.5013, 0.2816, 0.2980], [1.4136, 0.6248, -0.3660], [-0.6698, 0.9517, -1.6252], [2.5782, 0.3782, 0.4031], [-1.8482, 0.7455, -2.3611], [1.6213, 1.0354, -1.6183], [0.4102, 1.2707, -2.3412], [2.9923, 1.1938, -2.1842], [0.3443, 1.7505, -3.7444], [3.6135, 0.2916, -2.0503], [3.5101, 2.0664, -1.7527], [2.9140, 1.3663, -3.2651], [-0.6976, 1.7721, -4.0807], [0.9193, 1.0949, -4.4148], [0.7649, 2.7636, -3.8268], [3.3045, 0.7864, -0.1284], [-2.0647, -0.2110, -2.1162], [-1.5526, 2.3167, 0.6074], [-1.0871, 3.1128, 0.9301], [-1.7692, 2.5142, -0.3264], [-0.4596, -1.9104, -0.8153], [-0.5127, -2.0033, 0.2849], [0.2480, -1.1477, -1.1843], [-0.0783, -2.8704, -1.1968], [3.7763, -2.3146, 0.1261], [3.3824, -1.5049, 0.5116], [3.9405, -2.8916, 0.8929], [-2.3492, -0.4776, 1.1044], [-2.6644, -0.1207, 2.5104], [-1.6946, -0.7088, 3.5282], [-0.2748, -1.0432, 3.0867], [0.3264, 0.0112, 2.2398], [-2.4341, -1.4840, 0.9514], [-3.0372, -0.0730, 0.4615], [-2.6835, 0.9716, 2.5720], [-3.6797, -0.4752, 2.7265], [-1.6367, -0.0074, 4.3695], [-2.1365, -1.6253, 3.9376], [0.3604, -1.1819, 3.9716], [-0.2471, -1.9821, 2.5237], [1.3295, -0.1287, 2.0665], [0.2462, 0.9199, 2.6995]],
  "atomic_forces_ev_per_a": [[1.73, -1.22, 0.89], [0.30, 0.35, 0.42], [0.89, 1.87, -0.98], [-1.49, -0.35, 2.66], [-1.86, 0.42, 2.40], [1.93, 0.03, -0.14], [-1.59, -1.42, -0.42], [-2.02, 0.57, -3.59], [4.08, -1.25, 0.55], [-0.10, 0.31, -0.36], [0.12, 0.26, -0.42], [-0.11, 0.25, 0.00], [0.27, -0.08, -0.09], [0.10, 0.02, 0.31], [0.29, -0.01, 0.01], [-0.21, 0.22, 0.00], [-0.14, -0.09, -0.17], [-0.52, -0.44, 0.91], [0.38, 1.76, -0.76], [-0.33, 0.99, 0.67], [-0.19, -0.51, -0.24], [0.51, -0.45, 0.02], [-0.88, -1.35, -1.65], [-0.04, 0.11, -0.59], [-0.52, -0.23, 0.17], [-0.28, 0.09, 0.21], [-0.13, -0.10, 0.87], [0.04, -0.10, -0.48], [-0.03, 0.31, -0.51], [-0.27, -0.18, -0.16], [-0.36, 0.15, -0.73], [-0.03, -0.19, 0.54], [0.61, 0.28, -0.17], [-0.04, 0.11, 0.54], [-0.04, 0.25, 0.09], [0.22, -0.02, 0.32], [0.10, -0.19, -0.14], [0.14, 0.18, 0.22], [-0.05, -0.10, -0.08], [0.19, 0.08, 0.01], [-0.31, -0.23, -0.02], [-0.03, 0.11, 0.00], [-0.41, 0.05, -0.03], [0.09, -0.24, -0.07]]
}

---

[3]
{
  "formula": "C30H35EuN8O4S3",
  "method": "the ωB97M-V functional and the def2-TZVPD basis",
  "max_force_ha_per_bohr": 0.0729,
  "s2": 15.7591,
  "energy_ev": -103621.5286,
  "relative_energy_kcal_mol": 0.00,
  "charge": 1,
  "multiplicity": 8,
  "gap_ev": [5.6, 6.9],
  "symbols": ["Eu", "N", "C", "C", "C", "C", "N", "C", "N", "N", "C", "O", "O", "H", "H", "H", "H", "H", "H", "H", "H", "H", "H", "H", "H", "H", "H", "C", "C", "N", "C", "C", "S", "C", "C", "S", "C", "N", "C", "H", "H", "H", "H", "H", "H", "H", "H", "C", "C", "C", "C", "C", "C", "C", "S", "O", "O", "N", "C", "C", "C", "C", "C", "C", "C", "C", "N", "C", "H", "H", "H", "H", "H", "H", "H", "H", "H", "H", "H", "H", "H"],
  "coordinates": [[-0.2421, -1.1646, 0.2003], [1.0045, 1.0739, 1.1075], [0.7349, 1.2511, 2.5730], [0.3580, 2.7305, 2.8637], [-1.1346, 3.2050, 2.7489], [-1.4735, 4.0439, 3.9383], [-1.6376, 3.1873, 5.1072], [-2.0058, 3.6146, 6.3185], [-1.7468, 2.8974, 7.3989], [-2.6075, 4.7975, 6.5148], [-0.3365, 0.2835, 3.1543], [-0.8266, 0.5684, 4.2733], [-0.6720, -0.7398, 2.4489], [1.9812, 1.0356, 0.8867], [0.6344, 1.8564, 0.5429], [1.6789, 1.0316, 3.1088], [1.0091, 3.4173, 2.3105], [0.7031, 2.8952, 3.8932], [-1.8443, 2.4386, 2.5731], [-1.1804, 3.9005, 1.8786], [-2.4400, 4.6569, 3.8140], [-0.7681, 4.8572, 4.2151], [-1.2991, 2.2175, 5.0054], [-1.2701, 1.9974, 7.2724], [-2.0729, 3.1038, 8.3233], [-2.9575, 5.3264, 5.7214], [-2.8690, 5.1187, 7.4546], [-3.9325, -2.9326, -0.9713], [-2.7019, -3.7081, -0.9559], [-1.5587, -3.3555, -0.3491], [-0.6783, -4.4186, -0.2534], [-1.0925, -5.5476, -1.0371], [-2.7269, -5.3657, -1.6326], [0.4233, -4.3907, 0.6861], [1.2933, -5.4661, 0.9175], [2.4888, -5.0729, 2.1711], [1.7681, -3.5045, 2.2652], [0.7514, -3.2586, 1.4514], [2.3317, -2.5643, 3.2652], [-3.8316, -2.0100, -0.3547], [-4.7227, -3.5395, -0.4960], [-4.2176, -2.7172, -2.0026], [-0.5087, -6.4587, -1.1866], [1.1989, -6.4316, 0.3655], [2.9688, -3.1511, 3.9775], [1.5201, -1.9857, 3.7383], [2.9509, -1.8178, 2.7278], [6.2551, 0.9899, -4.6996], [4.9697, 0.4528, -4.2023], [4.2990, 1.1787, -3.2202], [3.2280, 0.5644, -2.5892], [2.8131, -0.6824, -3.0694], [3.4026, -1.3447, -4.1688], [4.4289, -0.7031, -4.8120], [1.5185, -1.5355, -2.3232], [1.2594, -2.7845, -2.9785], [1.9007, -1.5654, -0.8706], [0.2309, -0.5878, -2.2404], [-0.5715, -0.0722, -3.2544], [-0.4585, -0.2212, -4.6645], [-1.4142, 0.3566, -5.5075], [-2.4907, 1.0313, -4.9859], [-2.7006, 1.0947, -3.5673], [-3.9272, 1.5047, -3.0110], [-4.2312, 1.1816, -1.6766], [-3.1944, 0.6932, -0.8872], [-1.9935, 0.4010, -1.3320], [-1.7320, 0.5287, -2.6734], [6.4605, 0.6882, -5.7746], [7.0905, 0.5754, -4.0587], [6.2780, 2.0789, -4.5677], [4.6966, 2.1122, -2.8306], [2.7520, 0.9867, -1.6878], [3.0494, -2.3485, -4.4649], [4.9061, -1.0852, -5.7011], [0.3819, -0.7736, -5.0474], [-1.1168, 0.3897, -6.5518], [-3.2659, 1.4360, -5.6777], [-4.5876, 1.9548, -3.7309], [-5.2426, 1.2249, -1.2907], [-3.4381, 0.3746, 0.1439]],
  "atomic_forces_ev_per_a": [[-0.34, 0.33, -0.37], [-1.05, 0.21, 0.13], [0.17, 0.84, -0.89], [0.22, -0.23, 1.07], [2.12, 1.65, -1.26], [-2.08, 1.89, 1.21], [-0.23, 0.01, 1.27], [0.00, 0.46, -0.68], [0.89, -1.96, 0.02], [-0.29, 0.65, -0.14], [-1.05, -1.15, -0.48], [0.51, 0.32, -0.41], [0.55, 1.95, 1.59], [0.50, -0.12, 0.14], [0.11, -0.59, 0.58], [-0.45, 0.09, -0.20], [-0.16, -0.31, -0.26], [-0.36, 0.02, 0.02], [-0.64, -0.89, 0.07], [-0.14, -0.58, 0.41], [0.99, -1.14, -0.29], [0.23, -0.69, -0.58], [0.09, -0.15, -0.15], [-0.34, 0.68, 0.18], [-0.24, 0.19, -0.03], [0.17, -0.21, 0.43], [0.29, -0.36, -0.92], [-0.88, 0.89, 0.52], [2.41, -1.23, 0.53], [-2.22, -1.31, -0.35], [-1.86, -2.11, -2.47], [0.54, 1.48, 1.56], [1.93, 1.76, 1.10], [3.11, -0.92, 1.11], [-0.79, 0.37, -0.35], [-1.92, -0.07, -1.75], [-1.03, -0.11, -0.81], [0.67, -1.22, 0.47], [0.40, 0.55, -0.01], [0.00, -0.58, -0.69], [0.16, 0.29, -0.30], [-0.20, 0.27, 0.15], [-0.46, 0.35, 0.06], [0.47, 0.91, 0.93], [-0.64, 0.90, -0.41], [0.34, -0.48, 0.12], [-0.04, -0.40, 0.35], [1.52, -0.25, -0.56], [-0.50, 0.41, -1.33], [-0.01, -1.09, 0.71], [-0.45, -0.36, 0.11], [0.71, -0.53, -1.01], [-0.75, 0.13, 0.32], [0.80, 0.78, 1.09], [-1.71, 1.46, 2.03], [0.45, -0.37, -0.16], [0.12, -0.75, -1.26], [0.93, -0.12, -0.74], [0.72, -1.38, 0.04], [-0.01, 0.38, 2.52], [0.58, 0.76, 0.32], [-0.74, 0.29, -0.50], [0.59, -0.63, 0.08], [0.03, -0.67, 0.95], [0.02, 0.78, -1.89], [-0.26, -0.84, 0.44], [0.43, -0.15, -0.29], [-1.30, 0.50, -0.90], [-0.17, 0.52, 1.30], [-0.74, 0.38, -0.76], [0.17, -0.24, -0.32], [0.02, -0.13, -0.20], [0.13, -0.18, -0.74], [0.05, 0.84, 0.13], [0.11, -0.25, 0.04], [0.15, -0.05, -0.16], [-0.76, -0.21, -0.11], [0.71, -0.16, 0.75], [-0.72, 0.04, 0.22], [0.13, 0.39, 0.04], [0.37, 0.46, -0.39]]
}